Formula: C45H83FN2O19S6
Source: OMol25
Level of theory: ωB97M-V/def2-TZVPD

Structure (XYZ):
```
156
Properties=species:S:1:pos:R:3:forces:R:3
C 2.815765 1.440647 1.933168 -0.16 1.55 0.50
C 2.130922 1.276205 0.445178 2.18 -0.33 -0.26
N 1.021460 0.251132 0.367753 -0.83 1.00 0.84
C -0.269132 0.744095 1.012546 0.82 -0.81 2.06
C -0.837547 -0.221859 2.248767 1.18 -1.83 1.17
O -0.159017 -0.946247 3.150318 -4.98 4.86 -5.82
O -2.298596 -0.058234 2.120135 2.48 -1.37 0.77
C -2.932058 0.443186 0.854997 1.28 0.12 -0.31
C -3.965375 1.593682 1.440140 -0.61 -0.15 0.56
C -5.471711 1.532681 0.779608 -0.57 -0.11 0.60
C -6.323337 2.929580 0.874952 -0.54 -0.19 -0.65
C -5.541400 4.263911 0.332949 0.25 -0.23 0.81
C -5.128798 5.153032 1.646435 0.21 0.71 -0.97
C -6.270713 6.284360 2.078839 2.66 0.77 0.63
O -7.500147 5.704674 2.635358 -1.65 -0.51 -3.80
C -8.517512 5.430115 1.613908 -1.77 1.80 -4.07
C -9.562623 4.153456 1.891361 -0.31 0.99 0.75
O -8.744267 6.118203 0.493313 2.22 -3.72 6.92
C -3.527138 -0.811729 -0.016327 -0.05 -1.25 0.15
C -4.364677 -1.925207 0.852104 -0.10 -1.03 -0.07
C -5.984393 -1.926093 0.600756 -0.71 0.17 1.22
C -6.598842 -3.326042 0.010312 0.12 0.74 -0.87
O -7.955553 -3.627307 0.575125 0.87 2.05 -1.07
C -8.861085 -2.478908 0.393631 -1.22 0.24 0.07
C -1.601496 0.899052 0.014734 3.20 1.60 -0.98
C -1.433503 2.442667 -0.508954 -0.08 5.53 3.26
O -1.307698 3.519742 0.315501 -0.67 -6.75 -5.05
N -1.348543 2.791120 -2.009150 -3.35 -1.61 1.47
C -2.317985 1.963983 -2.823294 3.31 -5.09 -4.33
O -1.766689 1.007159 -3.620815 -5.11 6.92 5.70
F -3.794183 2.171512 -2.755058 4.83 -0.41 0.00
H 4.000678 1.506618 1.908415 -2.83 -0.19 -0.11
H 2.459598 2.493074 2.367303 0.66 -2.33 -0.77
H 2.492087 0.623372 2.710133 0.58 1.41 -1.73
H 1.845670 2.339230 0.018140 0.13 -2.29 0.91
H 3.000788 0.876965 -0.268214 -1.98 0.80 1.48
H 1.360534 -0.634010 0.814861 -0.61 1.17 -0.48
H 0.057256 1.699338 1.605601 -1.29 -1.33 -1.27
H -4.109500 1.327425 2.595306 0.48 0.50 -2.59
H -3.513772 2.684946 1.431522 -0.68 -2.36 -0.33
H -6.076057 0.734318 1.429508 1.30 1.62 -1.68
H -5.478680 1.175766 -0.334782 0.22 0.73 2.12
H -7.301420 2.800875 0.203909 2.05 0.08 1.53
H -6.692181 3.095886 1.982687 0.83 -0.26 -2.20
H -6.241126 4.873558 -0.380611 1.43 -1.09 1.36
H -4.533468 3.983527 -0.241615 -2.30 0.47 1.15
H -4.830101 4.433029 2.518882 -0.77 1.48 -1.48
H -4.151101 5.762418 1.350832 -2.08 -1.05 0.80
H -6.425842 7.060966 1.217535 -0.16 -1.79 1.52
H -5.762395 6.893352 2.971751 -1.38 -1.34 -1.81
H -10.566048 4.601431 2.357357 2.29 -0.76 -1.00
H -9.888438 3.669511 0.866114 1.09 1.08 2.15
H -9.153547 3.390757 2.678460 -0.61 1.45 -1.74
H -2.610183 -1.399475 -0.505394 -1.83 1.45 1.18
H -4.207417 -0.493567 -0.929296 1.50 -0.20 1.93
H -4.173727 -1.870023 2.019037 -0.22 0.24 -2.51
H -3.966326 -3.001997 0.526543 -0.95 2.92 0.82
H -6.485943 -1.770420 1.672964 0.92 -0.36 -2.29
H -6.373410 -1.019127 -0.051858 1.02 -1.90 1.23
H -5.886361 -4.237317 0.187512 -1.61 1.78 -0.10
H -6.715387 -3.170297 -1.165447 0.22 -0.53 2.33
H -8.965149 -1.832452 1.380043 0.49 -1.25 -1.97
H -9.964350 -2.875302 0.169456 2.51 0.61 0.43
H -8.551064 -1.779850 -0.498823 -0.48 -1.41 1.69
H -1.239551 0.246191 -0.907699 -1.40 1.04 1.89
H -1.493850 3.818599 -2.147511 -0.04 -1.14 0.49
C -0.991592 -7.136559 1.054222 0.16 -0.17 -0.01
C -0.204019 -5.955463 0.489119 0.33 -0.01 0.24
C -0.982402 -5.416882 -0.710097 0.53 0.31 -0.06
S -2.700031 -5.801702 -0.404612 0.37 -0.22 -0.12
O -3.142881 -6.754335 -1.400859 -0.21 0.42 0.22
O -3.421794 -4.575452 -0.129259 -0.08 -0.78 -0.51
C -2.437721 -6.669859 1.129374 -0.04 -0.32 0.51
H -0.616590 -7.442655 2.035194 -0.07 0.01 -0.15
H -0.908473 -7.994543 0.376435 -0.03 0.07 0.12
H -0.118624 -5.174454 1.254408 -0.04 -0.08 -0.10
H 0.811432 -6.246238 0.202401 -0.33 0.16 0.08
H -0.865232 -4.335104 -0.812788 -0.17 -0.24 -0.15
H -0.683459 -5.913739 -1.637155 -0.18 0.05 0.09
H -3.150157 -7.491529 1.220354 -0.07 0.20 -0.12
H -2.579182 -5.955952 1.946303 -0.03 -0.04 -0.15
C 1.337832 -2.947394 -5.374976 0.02 -0.03 -0.29
C 1.377315 -1.468334 -4.993633 0.32 0.12 -0.05
C 0.071938 -1.146811 -4.267904 0.23 0.58 -0.22
S -0.460798 -2.669254 -3.499777 -0.09 0.03 -0.02
O -1.697519 -3.091451 -4.122997 0.28 0.07 0.49
O -0.316596 -2.554041 -2.062285 -0.44 -0.02 -0.24
C 0.863319 -3.681812 -4.129899 0.43 -0.38 -0.14
H 2.316272 -3.307781 -5.705740 -0.14 0.02 0.04
H 0.625590 -3.098912 -6.194850 0.09 -0.03 0.10
H 2.226333 -1.287059 -4.323377 -0.12 -0.04 -0.09
H 1.509401 -0.827576 -5.871061 -0.03 -0.07 0.16
H 0.216495 -0.383366 -3.499286 -0.21 -0.23 -0.10
H -0.706781 -0.829219 -4.966762 0.04 -0.15 0.25
H 0.497273 -4.688576 -4.338274 -0.10 0.13 0.17
H 1.649201 -3.716212 -3.369471 -0.16 -0.02 -0.01
C 3.508264 7.118272 4.366348 -0.08 0.27 -0.02
C 2.357185 6.207124 4.789936 -0.14 0.11 0.33
C 2.253149 5.088255 3.754862 -0.69 -0.03 0.19
S 3.894672 4.875030 3.082852 0.32 -0.48 0.20
O 3.872898 5.252609 1.685321 0.12 -0.28 0.18
O 4.434572 3.608596 3.535737 0.00 0.58 -0.44
C 4.659937 6.189766 4.010998 0.27 0.47 0.23
H 3.786090 7.817492 5.160408 -0.03 -0.09 -0.14
H 3.212437 7.703318 3.487344 0.09 -0.05 0.10
H 2.575067 5.778590 5.775746 -0.02 0.06 -0.14
H 1.414746 6.757481 4.872490 0.14 -0.13 0.00
H 1.921552 4.150592 4.208018 0.13 0.06 -0.26
H 1.584169 5.362768 2.934631 0.18 -0.11 0.02
H 5.431056 6.672839 3.408503 -0.06 -0.23 -0.02
H 5.103483 5.750720 4.909637 -0.05 -0.03 -0.18
C 7.583027 -1.997090 3.101029 0.23 -0.15 0.05
C 7.937110 -0.592876 2.613786 0.19 0.20 0.27
C 7.266127 -0.395963 1.255450 0.51 0.49 -0.12
S 5.815773 -1.439095 1.258678 -0.36 0.03 -0.03
O 5.992814 -2.477204 0.265139 -0.25 0.33 0.15
O 4.630100 -0.607125 1.308265 0.43 -0.72 -0.43
C 6.086752 -2.148453 2.870819 0.06 -0.28 0.50
H 7.844115 -2.139566 4.153722 -0.05 -0.01 -0.16
H 8.131032 -2.742012 2.511773 -0.10 0.05 0.10
H 7.553136 0.147815 3.325739 0.04 -0.11 -0.11
H 9.019950 -0.449908 2.543673 -0.18 0.01 0.00
H 6.965531 0.643591 1.102192 -0.08 -0.24 -0.13
H 7.915261 -0.720601 0.437584 -0.23 -0.02 0.06
H 5.753166 -3.187471 2.882839 -0.10 0.17 -0.14
H 5.515380 -1.560590 3.595386 0.01 -0.05 -0.17
C 4.048514 6.980591 -2.303518 -0.11 0.26 -0.02
C 3.683323 6.019568 -3.433858 -0.37 -0.06 -0.01
C 4.986599 5.567302 -4.090360 -0.41 -0.12 -0.61
S 6.242711 5.659965 -2.823373 0.23 -0.27 0.34
O 7.197678 6.682579 -3.195435 -0.07 -0.45 0.08
O 6.647534 4.318228 -2.454168 0.20 0.57 -0.26
C 5.185941 6.312492 -1.545460 -0.31 0.17 0.39
H 3.194502 7.182768 -1.650513 0.15 -0.03 -0.07
H 4.387076 7.934850 -2.724476 -0.03 -0.10 0.08
H 3.158566 5.150626 -3.018519 0.08 0.12 -0.04
H 3.015551 6.488138 -4.163530 0.10 -0.10 0.09
H 4.916605 4.540446 -4.458038 0.23 0.18 0.07
H 5.277266 6.235904 -4.905317 0.09 -0.10 0.18
H 5.746225 7.004279 -0.914195 0.09 -0.20 -0.11
H 4.821185 5.470002 -0.950306 0.12 0.10 -0.04
C 4.769702 -8.906615 -2.453976 0.12 -0.26 0.01
C 3.661635 -8.848628 -3.504416 0.14 -0.06 -0.35
C 2.360165 -8.509010 -2.779914 -0.33 -0.33 -0.54
S 2.824281 -7.569775 -1.332816 0.15 0.24 0.02
O 2.489558 -8.342621 -0.155190 -0.11 0.45 -0.23
O 2.403577 -6.193311 -1.502546 -0.08 -0.44 0.28
C 4.584841 -7.667564 -1.590652 0.56 -0.03 -0.02
H 5.762693 -8.932703 -2.912142 -0.14 0.00 0.10
H 4.653772 -9.810334 -1.843819 0.05 0.13 -0.05
H 3.892586 -8.064061 -4.235205 -0.03 -0.11 0.11
H 3.573832 -9.791910 -4.052511 -0.02 0.17 0.07
H 1.696438 -7.907330 -3.405986 0.00 -0.05 0.29
H 1.840736 -9.411436 -2.446011 0.05 0.21 0.08
H 5.100137 -7.731940 -0.630804 -0.21 0.12 -0.03
H 4.895323 -6.765024 -2.125506 -0.11 -0.06 0.13
```
Positions in Å, forces in eV/Å.

Computed properties:
LUMO energy	-0.7145	eV
HOMO level	-0.322	hartree
M	1167.6	g/mol
energy	-157607.57971	eV
HOMO-LUMO gap	8.03	eV
net charge	0
SMILES	CCN[C@@H]1C(=O)O[C@](CCCCCCOC(C)=O)(CCCCOC)[C@H]1C(=O)NC(=O)F.O=S1(=O)CCCC1.O=S1(=O)CCCC1.O=S1(=O)CCCC1.O=S1(=O)CCCC1.O=S1(=O)CCCC1.O=S1(=O)CCCC1